{
  "formula": "C32H38BBr4N6O3RuS",
  "method": "the ωB97M-V functional and the def2-TZVPD basis",
  "spin_multiplicity": 6,
  "homo_energy_ev": [-7.5820, -8.0677],
  "de_lowest_kcal_mol": 20.27,
  "gap_ev": [7.88, 6.43],
  "s2": 8.774,
  "symbols": ["N", "C", "H", "C", "H", "C", "H", "H", "C", "C", "C", "H", "C", "C", "C", "H", "H", "C", "H", "H", "C", "N", "C", "H", "C", "C", "C", "H", "B", "C", "Br", "H", "H", "H", "H", "C", "H", "O", "H", "H", "C", "N", "H", "C", "H", "C", "C", "H", "H", "H", "O", "C", "H", "H", "H", "H", "C", "O", "C", "H", "H", "H", "C", "H", "C", "H", "N", "H", "C", "H", "H", "H", "Br", "C", "Ru", "C", "Br", "C", "C", "C", "N", "Br", "S", "H", "N", "H"],
  "coordinates": [[0.921, -2.683, -2.520], [-2.304, -2.496, 3.524], [4.605, -3.195, -0.488], [0.658, 1.398, -3.764], [-3.110, 1.464, -1.373], [-0.789, -3.568, 1.975], [5.122, -2.368, -2.771], [4.866, -1.039, 0.712], [0.944, 1.520, 3.374], [0.809, 1.208, 4.715], [-0.096, 3.636, 3.729], [-3.128, 0.833, 0.951], [-3.039, -0.629, -1.445], [-3.766, 0.635, -1.090], [3.425, 0.748, 2.817], [-0.521, 3.674, -4.602], [-0.594, -2.811, -4.178], [-5.061, 0.734, -1.900], [-2.493, -3.691, -2.462], [-5.568, 1.673, -1.672], [-2.536, -2.657, -2.163], [0.172, -0.711, -3.843], [3.899, -1.334, 0.299], [-4.655, 1.649, 0.598], [0.219, 2.131, 5.565], [-2.089, -1.268, 2.926], [1.042, 2.723, -1.659], [-1.278, 3.179, -3.085], [-0.267, -2.081, -3.290], [0.846, 2.768, -3.171], [-1.954, -5.327, 3.862], [0.604, 2.928, 1.812], [1.158, 0.256, 5.101], [-4.552, -2.270, -1.358], [3.379, -0.445, -0.055], [1.283, -3.971, -2.496], [-4.865, 0.699, -2.973], [-0.986, -0.027, 1.226], [4.080, 0.647, 1.955], [-0.455, 4.584, 3.344], [-0.381, 3.620, -3.523], [1.832, -1.921, -1.876], [1.133, 3.731, -1.256], [-3.559, -1.927, -1.597], [-0.389, 5.288, 5.997], [0.189, -0.285, -5.116], [-0.246, 3.350, 5.086], [3.304, -1.803, 1.086], [3.057, -4.956, -1.634], [0.098, 1.887, 6.614], [0.258, -2.231, 0.358], [4.959, -1.665, -1.953], [-0.265, 4.637, -3.143], [0.594, 1.703, -5.975], [-4.616, -0.113, 0.766], [-5.739, -0.083, -1.647], [2.794, -2.751, -1.456], [1.664, 0.962, 0.884], [-4.060, 0.754, 0.403], [5.932, -1.373, -1.552], [0.174, 2.253, -1.177], [-0.026, -0.956, -5.931], [-0.923, 4.337, 5.995], [3.456, 1.758, 3.213], [-0.535, -2.328, 1.326], [0.671, -4.728, -2.958], [-1.479, -1.844, -2.332], [1.728, 3.230, -3.624], [-1.651, -3.660, 3.040], [-0.973, 3.964, 7.016], [4.462, -0.781, -2.354], [1.942, 2.168, -1.393], [0.141, -5.056, 1.296], [-1.218, -1.123, 1.812], [0.393, -0.245, -0.787], [2.483, -4.065, -1.826], [-2.945, 0.279, 3.585], [0.497, 1.057, -5.119], [4.095, -2.302, -0.858], [0.493, 2.726, 2.870], [-1.775, -0.608, -1.867], [-3.456, -2.631, 5.005], [1.727, 0.348, 2.260], [-1.941, 4.529, 5.651], [0.472, 0.311, -3.022], [3.702, 0.025, 3.584]],
  "lowdin_charge": [-0.044, -0.741, 0.136, -0.269, 0.128, -0.639, 0.080, 0.081, -0.405, -0.081, -0.026, 0.001, -0.277, -0.367, -0.193, 0.073, 0.119, -0.070, 0.123, 0.075, -0.067, -0.031, -0.095, 0.081, -0.040, -0.614, -0.102, 0.082, -0.522, -0.360, 0.733, 0.108, 0.118, 0.103, 0.051, -0.074, 0.082, -0.140, 0.034, 0.119, -0.062, 0.048, 0.086, -0.008, 0.083, -0.058, -0.271, 0.080, 0.104, 0.115, -0.116, -0.061, 0.077, 0.102, 0.084, 0.076, -0.289, -0.617, -0.097, 0.075, 0.053, 0.121, -0.046, 0.062, -0.403, 0.123, -0.045, 0.140, -0.746, 0.075, 0.080, 0.064, 0.795, -0.415, 1.372, -0.018, 0.818, -0.013, -0.364, -0.058, 0.040, 0.736, 0.964, 0.084, -0.003, 0.062]
}